This record from the OMol25 dataset describes C27H18ClN3ORh as an isolated structure in a non-equilibrium geometry. The level of theory is the ωB97M-V functional and the def2-TZVPD basis.

CARTESIAN COORDINATES (ANGSTROEM)
1 Rh -0.95347 -0.84875 0.47706
2 Cl 4.94608 -3.84346 -2.25721
3 C 3.57004 -3.40752 -1.29542
4 C 2.84817 -4.42274 -0.62483
5 C 1.76342 -4.12896 0.14602
6 C 1.27437 -2.79606 0.25832
7 O 0.20028 -2.56683 0.92377
8 C 2.04901 -1.77608 -0.38412
9 C 1.82679 -0.42079 -0.06410
10 N 0.75696 0.03377 0.52148
11 C 0.69281 1.26167 1.24773
12 C 1.47743 2.36643 1.10879
13 C 1.32711 3.43839 2.02502
14 C 0.44119 3.37215 3.06104
15 C -0.37554 2.22497 3.22736
16 C -1.31804 2.03887 4.26685
17 C -2.05277 0.88997 4.31948
18 C -1.89226 -0.08022 3.30917
19 N -1.03419 0.07044 2.32943
20 C -0.25316 1.19310 2.29522
21 C 3.20078 -2.11105 -1.15013
22 H 3.17850 -5.44886 -0.72526
23 H 1.21931 -4.90627 0.66586
24 H 2.66020 0.26936 -0.18359
25 H 2.21356 2.43654 0.31863
26 H 1.94216 4.31900 1.89911
27 H 0.34954 4.19282 3.76083
28 H -1.44732 2.81168 5.01471
29 H -2.76920 0.71379 5.10869
30 H -2.49165 -0.98168 3.30070
31 H 3.78314 -1.32422 -1.61449
32 C -0.31933 -2.68098 -3.40244
33 C -0.30496 -1.54416 -4.19742
34 C -0.64365 -0.31904 -3.64799
35 C -0.96560 -0.23970 -2.30134
36 N -0.90165 -1.34664 -1.52689
37 C -0.61592 -2.53574 -2.06382
38 C -1.48040 0.96173 -1.61222
39 C -1.55615 2.19316 -2.24012
40 C -2.18732 3.24490 -1.58646
41 C -2.71702 3.04635 -0.31443
42 C -2.53752 1.82803 0.34500
43 C -1.89827 0.77089 -0.28599
44 H -0.09798 -3.65963 -3.80233
45 H -0.05027 -1.61527 -5.24697
46 H -0.68327 0.56729 -4.26425
47 H -0.62199 -3.37869 -1.38708
48 H -1.14896 2.34474 -3.23204
49 H -2.26975 4.21055 -2.06713
50 H -3.23561 3.85571 0.18439
51 H -2.89764 1.72707 1.36341

spin multiplicity	1
total charge	+1
HOMO-LUMO gap	6.64	eV
calculated total energy	-1849.765687	hartree
energy relative to the best compared isomer or geometry (same formula, charge and spin)	28.99	kJ/mol